58
Properties=species:S:1:pos:R:3:forces:R:3 method="wB97M-V/def2-TZVPD" e_above_lowest_kcal_mol=50.9 total_charge=+3 e_homo_ev="-17.8 / -17.8" spin_multiplicity=2 gap_ha="0.2773 / 0.1301" largest_force_ev_per_a=4.0 e_tot_ha=-1998.3460
Ti 0.584523 -0.389795 0.671522 -3.6 -1.4 -1.0
C -1.196355 -0.032648 4.635640 -0.1 0.0 -0.1
C -1.184356 -1.100609 3.546006 0.2 -0.2 0.2
C 0.046939 -2.015793 3.687360 -0.3 0.1 0.0
C -1.404787 -0.547942 2.139895 -0.1 0.1 0.1
C -1.396641 0.834336 1.853139 -0.3 -0.2 0.2
C -1.961315 1.328501 0.679656 -0.2 -0.1 -0.3
C -2.537271 0.481228 -0.268605 0.2 0.1 0.3
C -3.218541 1.022246 -1.475203 -0.3 0.1 -0.1
C -2.483044 -0.900724 -0.024433 -0.1 0.0 0.0
C -1.935415 -1.402601 1.140054 -0.3 0.1 0.2
H -1.225298 -0.519100 5.609259 0.0 0.0 0.0
H -2.076843 0.605817 4.563845 0.0 0.0 0.0
H -0.305285 0.601911 4.621665 0.0 0.0 0.0
H -2.053357 -1.737648 3.732578 -0.1 0.0 -0.1
H 0.952193 -1.518982 3.327782 0.1 0.0 0.0
H -0.078321 -2.955140 3.151920 0.1 0.0 -0.1
H 0.196365 -2.258347 4.739163 0.0 0.0 0.0
H -1.078139 1.540790 2.609774 0.1 0.0 0.0
H -2.005741 2.399012 0.520307 0.1 0.0 0.0
H -4.286149 1.142288 -1.260031 0.0 0.0 0.0
H -3.158640 0.343450 -2.324795 0.1 0.0 0.0
H -2.853480 2.009668 -1.752706 0.1 0.0 0.0
H -2.956375 -1.574794 -0.729054 0.1 0.0 0.0
H -2.043620 -2.456828 1.364660 0.2 0.0 -0.1
C 1.009840 3.430796 -1.944959 0.1 0.4 0.0
O 0.669403 2.026754 -2.104018 -0.1 -0.2 0.1
C 0.650483 1.228674 -1.092868 0.0 0.5 -0.5
O 0.875611 1.558285 0.123127 0.5 0.7 -0.3
N 0.367107 -0.062367 -1.237761 0.5 0.4 -0.3
N 0.747700 -2.212377 0.405134 0.3 -0.3 -0.1
H 2.002262 3.580999 -2.362378 0.0 -0.1 0.0
H 0.975316 3.722535 -0.900358 0.0 -0.1 0.0
H 0.292553 4.000940 -2.525878 -0.1 -0.1 0.0
H 0.258581 -0.412170 -2.179302 -0.1 -0.3 0.0
H 1.420664 -2.861218 0.801186 0.1 0.1 0.1
H 0.234333 -2.725421 -0.306619 -0.1 0.1 0.0
C 4.306409 -1.358437 0.217457 -0.2 -0.3 -0.2
N 4.418816 -0.290921 1.196720 0.1 0.2 0.2
C 5.781608 0.169528 1.492867 0.4 0.3 0.1
C 5.770071 1.600693 1.990034 -0.3 -0.1 0.0
C 4.793950 1.702933 3.145701 0.5 0.2 -0.1
N 3.483809 1.188456 2.744400 0.2 0.1 0.0
C 2.309056 1.758015 3.375994 -0.2 0.0 0.3
C 3.338120 0.231012 1.800608 -0.6 -0.3 -0.3
O 2.157918 -0.192619 1.513771 2.9 0.4 1.6
H 4.698940 -1.001215 -0.739157 0.0 0.1 0.0
H 3.282382 -1.690643 0.097108 0.0 0.1 0.0
H 4.934067 -2.195188 0.540189 0.1 0.1 0.0
H 6.374326 0.070523 0.583654 -0.1 -0.1 0.0
H 6.211528 -0.514392 2.237771 -0.1 -0.1 0.0
H 5.462210 2.272629 1.185063 0.1 0.0 0.0
H 6.765929 1.897465 2.313379 0.0 0.0 0.0
H 4.667484 2.731394 3.482421 -0.1 0.0 0.0
H 5.132162 1.116916 4.013319 -0.1 0.0 0.0
H 2.604932 2.223910 4.313303 0.1 0.0 0.0
H 1.566841 0.985520 3.564373 0.0 0.0 0.0
H 1.874943 2.520196 2.716320 0.1 0.0 -0.1



58
Properties=species:S:1:pos:R:3:forces:R:3 method="wB97M-V/def2-TZVPD" e_above_lowest_kcal_mol=46.2 total_charge=+4 e_homo_ev=-22.4 gap_ha=0.2543 largest_force_ev_per_a=5.0 e_tot_ha=-1513.2295
Pt 0.227942 0.138116 0.587453 -0.1 0.8 -5.0
C 0.248767 4.560345 1.385564 0.1 0.1 -0.3
C 0.003490 3.153896 0.972485 0.1 0.3 0.4
N 0.867695 2.211154 0.962928 0.2 -1.1 1.6
C 2.301943 2.351944 1.087279 0.5 0.2 0.2
C 2.821892 1.810546 -0.217286 0.3 0.4 -0.1
N 2.263198 0.452643 -0.459325 -1.5 0.0 0.1
C 3.107690 -0.621008 0.109103 0.5 0.1 0.2
C 2.470442 -1.918730 -0.198094 0.2 -0.4 -0.3
N 1.116480 -1.923415 0.394483 -0.3 0.9 1.7
C 0.153716 -2.797642 -0.311917 -0.2 -0.5 0.1
C -0.391055 -2.070637 -1.496020 0.0 -0.1 -0.3
N -0.964356 -0.834158 -0.989255 0.8 -0.1 1.0
C -2.065390 -0.293530 -1.370993 -0.3 -0.2 -0.1
C -2.995521 -0.907733 -2.361474 0.1 -0.1 -0.1
C -2.333907 1.008703 -0.758893 -0.1 0.1 0.2
C -3.501906 1.743198 -0.865058 0.0 0.1 -0.1
C -3.555818 3.009720 -0.290137 -0.1 0.1 0.1
C -2.435908 3.529061 0.347329 0.0 0.0 -0.1
C -1.301991 2.737998 0.444356 -0.4 -0.1 -0.1
N -1.279296 1.505600 -0.082814 0.5 -0.2 1.1
H 1.173933 4.688419 1.938809 0.0 0.0 0.1
H -0.582273 4.910661 2.001468 0.0 -0.1 0.1
H 0.279375 5.215263 0.506737 0.0 0.0 0.0
H 2.667030 1.790896 1.949365 -0.1 0.0 0.0
H 2.635908 3.383047 1.208131 -0.1 0.0 0.0
H 3.914016 1.781921 -0.182674 0.0 -0.2 -0.2
H 2.531205 2.456490 -1.044791 0.0 0.0 0.0
H 2.130827 0.303048 -1.459585 0.2 0.0 0.0
H 3.191852 -0.463661 1.186839 0.0 0.0 0.0
H 4.121236 -0.595175 -0.303220 -0.1 0.3 -0.1
H 3.080420 -2.738018 0.190472 -0.2 -0.1 0.1
H 2.385295 -2.077477 -1.274836 0.0 0.0 0.0
H 1.174144 -2.204059 1.374930 0.1 -0.2 -0.1
H -0.649116 -3.056717 0.377590 0.0 0.0 0.0
H 0.632396 -3.727199 -0.631692 0.2 0.0 0.2
H -1.109782 -2.702400 -2.019208 -0.1 0.1 0.1
H 0.389568 -1.811941 -2.217052 0.0 0.0 0.0
H -2.459526 -1.372959 -3.188560 0.0 0.0 0.0
H -3.685031 -0.176808 -2.774638 0.0 0.0 0.0
H -3.581482 -1.694276 -1.871509 0.0 0.0 0.0
H -4.361991 1.351649 -1.392963 0.0 0.0 -0.1
H -4.463395 3.598135 -0.357870 0.0 0.0 0.0
H -2.450160 4.533978 0.749014 0.0 0.0 0.0
C -1.030827 -0.302016 5.018415 0.3 0.3 -0.1
P -1.783564 -0.610225 3.441426 -0.5 -0.5 -0.2
C -3.256287 0.376806 3.243746 0.2 0.3 0.0
C -2.304285 -2.318389 3.397091 0.2 0.2 0.0
O -0.775251 -0.353123 2.274693 0.0 0.0 0.0
H -1.740895 -0.544510 5.812808 0.0 0.0 0.0
H -0.744886 0.747396 5.104796 0.0 0.0 0.1
H -0.139807 -0.919711 5.137290 0.0 -0.1 0.0
H -3.985648 0.104657 4.009507 0.0 0.0 0.0
H -3.700185 0.198586 2.263485 0.0 0.0 0.0
H -3.014663 1.434797 3.361649 -0.1 0.0 0.0
H -3.103552 -2.453709 4.129068 0.0 -0.1 0.0
H -1.469378 -2.967898 3.662332 -0.1 -0.1 0.0
H -2.681760 -2.562319 2.403842 -0.1 -0.1 0.0